{
  "formula": "C36H90F3O45P9",
  "method": "ωB97M-V with the def2-TZVPD basis set",
  "total_energy_ha": -8184.11333,
  "smiles": "O=C1OC[C@@H](F)O1.O=C1OC[C@@H](F)O1.O=C1OC[C@@H](F)O1.COP(=O)(OC)OC.COP(=O)(OC)OC.COP(=O)(OC)OC.COP(=O)(OC)OC.COP(=O)(OC)OC.COP(=O)(OC)OC.COP(=O)(OC)OC.COP(=O)(OC)OC.COP(=O)(OC)OC",
  "gap_ev": 10.33,
  "total_charge": 0,
  "symbols": ["C", "C", "O", "C", "O", "O", "F", "H", "H", "H", "C", "C", "O", "C", "O", "O", "F", "H", "H", "H", "C", "C", "O", "C", "O", "O", "F", "H", "H", "H", "C", "O", "P", "O", "O", "C", "O", "C", "H", "H", "H", "H", "H", "H", "H", "H", "H", "C", "O", "P", "O", "O", "C", "O", "C", "H", "H", "H", "H", "H", "H", "H", "H", "H", "C", "O", "P", "O", "O", "C", "O", "C", "H", "H", "H", "H", "H", "H", "H", "H", "H", "C", "O", "P", "O", "O", "C", "O", "C", "H", "H", "H", "H", "H", "H", "H", "H", "H", "C", "O", "P", "O", "O", "C", "O", "C", "H", "H", "H", "H", "H", "H", "H", "H", "H", "C", "O", "P", "O", "O", "C", "O", "C", "H", "H", "H", "H", "H", "H", "H", "H", "H", "C", "O", "P", "O", "O", "C", "O", "C", "H", "H", "H", "H", "H", "H", "H", "H", "H", "C", "O", "P", "O", "O", "C", "O", "C", "H", "H", "H", "H", "H", "H", "H", "H", "H", "C", "O", "P", "O", "O", "C", "O", "C", "H", "H", "H", "H", "H", "H", "H", "H", "H"],
  "coordinates": [[-6.384816, -1.385821, 4.837908], [-6.838857, -1.196676, 3.374800], [-5.711401, -1.581645, 2.650182], [-4.639566, -1.705690, 3.476898], [-3.547458, -1.905822, 3.122821], [-5.013471, -1.625265, 4.764701], [-7.175901, 0.162846, 3.141910], [-6.959973, -2.182181, 5.326453], [-6.626437, -0.556047, 5.501830], [-7.705978, -1.803632, 3.124371], [-0.723978, -0.039203, 1.623673], [-1.351846, -1.187370, 0.800586], [-0.249061, -1.685017, 0.117389], [0.732695, -0.744283, 0.043061], [1.804379, -0.898207, -0.462578], [0.422352, 0.289568, 0.870323], [-2.186433, -0.481605, -0.074819], [-0.555083, -0.230045, 2.683299], [-1.449826, 0.772080, 1.650303], [-1.934914, -1.940792, 1.312000], [-4.476072, 4.372944, 3.002537], [-5.049512, 3.597486, 1.807738], [-5.157092, 2.290320, 2.326910], [-4.241246, 2.147960, 3.324023], [-3.868649, 1.125198, 3.798716], [-3.826020, 3.366792, 3.775656], [-4.231162, 3.563244, 0.710042], [-5.356048, 4.644352, 3.594015], [-3.940594, 5.258855, 2.682709], [-6.034201, 3.936036, 1.494299], [-4.046064, -4.377297, 0.860899], [-3.614423, -5.079561, -0.311909], [-2.643488, -6.306901, -0.088155], [-3.041092, -7.168690, 0.988116], [-2.621918, -6.875908, -1.540917], [-2.114930, -8.192157, -1.711524], [-1.246658, -5.666606, 0.171203], [-0.358659, -5.227686, -0.876308], [-4.219417, -3.335674, 0.608745], [-3.267294, -4.423370, 1.640956], [-4.884079, -4.797731, 1.425858], [-1.175696, -8.105152, -2.268278], [-2.810852, -8.788755, -2.285673], [-1.831979, -8.677252, -0.777613], [0.552660, -5.802573, -0.756015], [-0.167963, -4.170586, -0.713187], [-0.815827, -5.368099, -1.852719], [-2.580553, -0.838648, 9.708132], [-2.145594, -1.259312, 8.399277], [-0.894035, -0.551714, 7.738083], [-0.957785, 0.906199, 7.621279], [0.338245, -1.073335, 8.585088], [0.387297, -2.440591, 8.999099], [-0.654279, -1.354339, 6.418611], [-1.629170, -1.262587, 5.374457], [-3.664602, -0.809508, 9.732931], [-2.240009, 0.181081, 9.932656], [-2.147863, -1.469002, 10.485472], [0.375801, -2.577967, 10.079610], [1.323867, -2.883692, 8.634787], [-0.365050, -3.086406, 8.538347], [-1.887801, -2.262760, 5.050070], [-1.456427, -0.568041, 4.567021], [-2.541380, -0.939846, 5.889667], [7.645998, 1.857396, 0.985926], [6.253005, 1.618898, 1.186790], [5.333793, 2.410236, 2.188200], [5.084712, 3.769651, 1.698118], [4.121752, 1.446026, 2.458339], [2.894394, 1.641373, 1.742683], [6.060836, 2.296562, 3.584906], [5.248730, 2.454104, 4.811280], [7.797118, 2.167313, -0.052156], [8.141068, 0.905496, 1.154111], [8.056166, 2.684388, 1.565515], [2.571037, 0.664792, 1.406623], [3.055202, 2.181844, 0.807707], [2.108571, 2.053312, 2.364312], [5.880533, 2.833942, 5.603762], [4.811765, 1.479167, 5.003791], [4.473726, 3.204592, 4.634786], [4.236934, 1.432583, -7.072982], [4.219306, 2.022745, -5.721700], [4.947334, 1.263339, -4.537738], [5.841245, 0.218130, -5.003577], [5.569971, 2.445071, -3.712290], [6.553173, 3.345125, -4.260723], [3.779100, 0.806976, -3.578638], [4.146510, 0.506205, -2.224885], [4.684963, 2.169642, -7.738674], [3.185537, 1.356775, -7.359143], [4.758303, 0.483201, -7.090069], [7.474484, 3.367269, -3.677910], [6.188739, 4.367127, -4.143508], [6.709172, 3.048972, -5.293427], [5.120610, 0.885028, -1.892864], [4.176077, -0.569115, -2.108072], [3.449884, 1.012594, -1.562741], [7.255726, -1.007885, 3.986465], [7.846620, -1.375977, 2.742599], [7.020100, -2.160836, 1.642579], [6.791340, -3.563578, 1.956001], [5.761138, -1.232037, 1.497927], [4.788483, -1.404053, 0.442990], [7.890594, -1.842739, 0.377637], [9.280983, -2.176033, 0.441305], [7.823394, -1.284359, 4.871688], [6.251005, -1.427317, 4.077437], [7.150037, 0.077712, 3.975687], [4.006241, -0.660644, 0.493128], [4.291141, -2.374992, 0.353705], [5.352134, -1.280642, -0.487674], [9.538790, -2.577370, -0.535292], [9.463456, -2.996238, 1.146241], [9.904648, -1.346614, 0.762959], [1.553796, 6.197631, 2.554645], [0.226116, 5.759683, 2.935876], [0.017338, 5.114670, 4.346813], [0.761716, 5.774177, 5.394157], [-1.516339, 5.049122, 4.524507], [-2.217088, 6.210015, 4.986052], [0.359182, 3.600065, 4.136720], [-0.073489, 2.657982, 5.112193], [2.271465, 6.041575, 3.354890], [1.484048, 7.253784, 2.311061], [1.916237, 5.639073, 1.697434], [-2.095837, 6.247855, 6.077887], [-3.268265, 6.059271, 4.793228], [-1.735274, 7.135688, 4.672603], [-0.760575, 3.025429, 5.866329], [0.747665, 2.134050, 5.605738], [-0.576608, 1.829114, 4.597016], [-3.253822, 3.099626, -6.396103], [-2.480774, 3.010599, -5.201310], [-1.217426, 3.908007, -5.091610], [-1.248197, 5.140259, -5.864170], [-0.974755, 4.111334, -3.566250], [-1.060862, 2.997002, -2.671342], [-0.153407, 2.831183, -5.518799], [1.209825, 3.188029, -5.530930], [-2.636134, 2.752095, -7.227032], [-3.476010, 4.146591, -6.596947], [-4.130950, 2.487964, -6.282869], [-0.304632, 2.245388, -2.916410], [-2.060956, 2.570709, -2.664105], [-0.826482, 3.355680, -1.667729], [1.648133, 3.224928, -6.522446], [1.739447, 2.447711, -4.933342], [1.336224, 4.151837, -5.033191], [1.347634, -1.144551, -4.120445], [0.752884, -1.436799, -5.415186], [-0.314917, -2.592896, -5.531625], [0.089441, -3.862262, -4.956123], [-1.673202, -2.025792, -4.904713], [-1.994768, -2.457012, -3.571941], [-0.588758, -2.653688, -7.067449], [-0.333382, -1.620645, -8.009180], [2.362754, -1.549817, -4.105401], [0.750133, -1.531772, -3.306981], [1.541629, -0.074808, -4.115830], [-1.339453, -3.232227, -3.156227], [-3.027291, -2.761157, -3.435917], [-1.736570, -1.650452, -2.881706], [0.687616, -1.238250, -7.916435], [-0.885379, -0.704918, -7.748180], [-0.606566, -2.019681, -8.970472], [-4.257524, -2.266491, -6.506495], [-5.295101, -1.220423, -6.248650], [-6.507668, -1.539366, -5.267445], [-7.429815, -0.429814, -5.199806], [-7.090646, -2.931451, -5.715636], [-7.339202, -3.197533, -7.124225], [-5.876994, -1.945059, -3.897835], [-5.126421, -0.952169, -3.245974], [-4.463668, -2.509625, -7.548821], [-4.344784, -3.126270, -5.846255], [-3.299646, -1.792332, -6.393157], [-8.282883, -3.721715, -7.170656], [-6.512446, -3.769975, -7.540817], [-7.370526, -2.260183, -7.684911], [-4.182987, -0.794005, -3.778506], [-4.880776, -1.308379, -2.253210], [-5.646415, 0.002324, -3.227310]],
  "forces_ev_per_angstrom": [[-1.8, 0.2, 0.4], [-0.1, 1.0, 1.0], [-0.5, 0.4, -0.2], [-1.4, 0.3, 0.8], [1.9, -0.4, -0.9], [0.3, -0.1, 0.0], [0.6, -1.6, 0.0], [0.6, -0.5, -0.4], [0.4, 0.6, -0.5], [0.1, 0.2, -0.4], [-1.7, -0.2, 0.5], [0.3, 2.2, 0.5], [-0.2, -0.4, -1.0], [0.9, -0.2, 1.7], [-1.1, 0.2, -0.4], [0.1, -0.2, -0.5], [0.0, -1.0, -0.3], [0.8, -0.5, -0.2], [0.2, 0.2, -0.4], [0.1, -0.2, -0.1], [-1.7, -0.6, -0.4], [-0.1, -0.1, 0.4], [0.5, 0.0, -0.1], [0.2, 0.7, 0.6], [-0.3, -0.2, -0.3], [0.4, -0.2, -0.9], [0.0, 0.1, 0.3], [0.1, 0.5, -0.1], [0.8, -0.3, 0.3], [0.0, 0.0, -0.1], [0.9, 0.0, 1.2], [-0.8, 0.5, 0.0], [-0.6, 1.2, -0.3], [-0.4, -1.4, 1.4], [-0.3, -0.2, -0.4], [1.3, -0.3, -0.5], [1.1, 0.2, 0.0], [-0.3, 0.2, 0.4], [-0.1, -0.1, -0.2], [0.1, 0.3, -0.4], [-0.3, -0.3, -0.9], [-0.2, 0.0, -0.2], [-0.2, 0.0, 0.1], [-0.5, 0.0, 0.2], [0.1, 0.0, -0.2], [0.1, 0.0, 0.0], [0.2, -0.1, -0.1], [0.4, 0.9, 0.1], [-0.6, -0.1, 0.2], [0.9, 0.5, 0.5], [-0.1, -0.3, 0.1], [-0.1, 0.0, 0.6], [0.8, -1.1, -0.7], [0.4, -0.3, -1.0], [-1.9, -0.4, 1.4], [0.0, -0.4, 0.0], [0.0, -0.1, -0.3], [-0.2, -0.3, -0.2], [-0.2, 0.5, 0.0], [0.0, 0.4, 0.2], [-0.3, 0.5, 0.1], [0.5, -0.1, -0.4], [0.7, 0.1, 0.0], [-0.2, 0.2, -0.6], [0.0, 0.3, -0.7], [-0.1, -0.4, 0.3], [0.9, 0.6, -0.1], [-0.6, 0.0, 0.3], [-0.6, 0.3, -0.3], [0.1, -0.9, -0.8], [0.1, 0.2, 1.1], [0.2, 0.2, -1.3], [-0.1, -0.2, 0.0], [0.3, 0.1, 0.2], [-0.2, -0.3, 0.5], [0.0, -0.2, 0.3], [-0.1, 0.5, 0.3], [0.1, 0.4, 0.2], [0.3, -0.3, 0.0], [0.0, 0.1, 0.3], [0.0, -0.2, 0.0], [-0.7, 1.0, 0.6], [0.0, -0.5, -0.8], [-0.2, 0.5, -0.4], [0.6, -0.6, -0.1], [0.5, 0.6, 0.7], [-0.4, 0.1, 0.2], [0.3, 0.5, 0.0], [0.3, 0.1, 0.7], [0.2, -0.1, 0.1], [0.1, -0.3, 0.0], [0.0, 0.0, 0.1], [0.0, -0.8, -0.1], [-0.4, -0.2, -0.5], [0.4, 0.4, -0.1], [0.0, 0.1, -0.6], [-0.4, -0.1, 0.1], [-0.4, -0.4, -0.1], [-0.9, 0.6, 0.1], [0.4, 0.0, 0.4], [0.0, 0.3, 1.0], [-0.2, -0.5, -0.2], [-1.1, -0.3, -0.3], [0.8, -0.2, -0.9], [0.3, 0.3, -0.4], [0.2, -1.2, 0.0], [0.4, -0.4, -0.4], [0.1, -0.1, 0.0], [0.0, 0.0, 0.1], [0.2, 0.3, 0.4], [0.4, -0.1, 0.7], [-0.3, 0.1, 0.0], [0.2, 0.4, -0.1], [-0.2, 0.1, 0.0], [-0.2, 0.3, -0.3], [0.0, 0.1, 0.1], [0.3, 0.0, -0.8], [1.0, -0.3, -0.4], [0.6, 0.7, 1.2], [-1.6, 0.3, -0.3], [0.8, -0.2, 1.7], [0.1, -0.5, -0.2], [-0.1, -1.7, 0.1], [-0.1, 0.1, 0.2], [0.1, 0.0, 0.0], [-0.3, -0.1, -0.2], [-0.2, -0.1, -0.1], [-0.1, 0.4, -0.5], [-0.5, 0.0, -0.7], [0.1, 0.4, 0.0], [0.3, 0.7, 0.1], [-0.2, 0.4, -0.1], [0.6, 0.4, -0.6], [-1.1, -0.5, 0.6], [0.1, 0.1, -0.7], [0.2, 0.4, 0.0], [-0.1, 0.1, 1.0], [0.4, 0.0, 0.5], [0.1, -0.6, -0.7], [0.7, 0.2, 0.9], [-0.2, -0.2, -0.1], [-0.3, -0.1, 0.1], [-0.3, -0.1, 0.1], [-0.2, 0.0, -0.2], [0.0, -0.1, -0.2], [-0.1, 0.2, -0.2], [-0.3, 0.0, -0.2], [0.2, 0.0, -0.1], [0.2, 0.1, -0.2], [0.9, 0.2, -1.0], [0.0, 0.3, 0.2], [0.2, 0.0, 0.0], [0.1, -0.7, 0.4], [0.1, -0.5, 0.4], [0.9, 0.3, 1.4], [-0.2, -0.1, -0.1], [0.1, 1.3, 0.9], [-0.3, -0.5, 0.1], [-0.1, 0.1, 0.2], [-0.6, 0.1, 0.3], [-0.2, -0.4, -0.9], [-0.1, 0.1, -0.5], [-0.6, 0.5, -0.1], [0.2, -0.7, -0.4], [-0.5, -0.4, -0.3], [0.1, 0.1, -0.3], [-1.4, 1.1, -0.5], [0.7, -0.9, 0.3], [0.2, -0.2, -0.9], [-0.7, 1.0, -0.1], [0.1, -0.6, -0.5], [0.4, 0.7, 0.5], [0.0, -1.0, 0.4], [0.9, 0.7, 0.1], [0.4, -0.4, 0.1], [-0.1, 0.0, 0.0], [0.2, 0.1, 0.0], [-0.1, -0.1, -0.2], [-0.1, -0.3, 0.2], [-0.3, 0.0, 0.1], [0.0, 0.0, 0.0], [-0.2, 0.0, 0.2], [-0.2, 0.0, 0.2]],
  "mulliken_charge": [-0.53, 0.31, -0.28, 0.56, -0.25, -0.37, -0.27, 0.33, 0.30, 0.26, -0.08, 0.46, -0.07, 0.39, -0.46, -0.18, -0.26, -0.09, -0.10, 0.30, -0.45, 0.13, -0.22, 0.39, -0.39, -0.24, -0.25, 0.32, 0.39, 0.23, -0.78, -0.17, 1.02, -0.75, -0.28, -0.78, -0.25, -0.11, 0.25, 0.31, 0.34, 0.28, 0.26, 0.38, 0.25, -0.25, 0.37, -0.76, -0.19, 1.13, -0.67, -0.38, -0.76, -0.40, -0.74, 0.26, 0.35, 0.25, 0.30, 0.30, 0.32, 0.46, 0.09, 0.48, -0.71, 0.19, 0.69, -0.82, -0.08, -0.48, -0.34, -0.56, 0.20, 0.15, 0.33, -0.12, 0.41, 0.23, 0.31, 0.23, 0.24, -0.73, -0.12, 0.62, -0.79, -0.22, -0.72, 0.16, -0.82, 0.25, 0.15, 0.43, 0.24, 0.27, 0.32, 0.55, 0.30, 0.13, -0.62, -0.30, 0.67, -0.79, 0.38, -0.32, -0.27, -0.81, 0.35, 0.31, 0.10, -0.28, 0.40, 0.33, 0.27, 0.37, 0.26, -0.78, -0.22, 0.16, -0.72, 0.26, -0.74, 0.32, -0.66, 0.37, 0.27, 0.25, 0.27, 0.19, 0.33, 0.45, 0.35, -0.01, -0.76, 0.02, 0.59, -0.78, -0.33, -0.42, -0.04, -0.47, 0.28, 0.35, 0.22, 0.09, 0.36, 0.28, 0.23, -0.03, 0.41, 0.02, 0.12, 0.31, -0.76, 0.23, -0.95, -0.33, -0.56, 0.21, 0.16, -0.16, 0.10, 0.41, 0.35, 0.24, 0.22, 0.27, -0.47, -0.25, 0.91, -0.74, -0.38, -0.65, -0.11, -0.62, 0.37, 0.36, 0.03, 0.26, 0.22, 0.35, 0.17, 0.21, 0.42]
}